C3H3O2S | ωB97M-V/def2-TZVPD

Geometry (Å):
C: 1.3480 -0.1697 -0.2628
C: 0.7648 0.7587 0.4998
C: -1.8813 -0.6552 -0.1120
O: -1.7697 -0.8954 -1.2317
O: -2.1159 -0.5699 1.0031
S: -0.1133 2.1375 -0.0709
H: 1.7742 -1.1442 0.0242
H: 1.1302 -0.1857 -1.3438
H: 0.8631 0.7239 1.4940

Force components x, y, z for each atom (eV/Å):
-0.346 -1.547 -1.460
-0.109 0.600 -3.415
-0.095 -0.413 -0.801
0.303 0.044 -1.209
-0.221 0.398 2.008
-0.242 0.185 -0.062
0.050 0.694 0.649
0.237 0.412 0.394
0.423 -0.373 3.896

Summary:
Charge: -1
Multiplicity: 1
E_HOMO: -2.524 eV
E_LUMO: 3.64 eV

---

C9H15P | ωB97M-V/def2-TZVPD

Geometry (Å):
C: 2.1651 0.8819 1.2811
C: 2.3665 -1.3381 0.3150
C: 0.8697 0.8772 0.9368
C: 1.0459 -1.4394 0.0999
C: 3.0953 -0.1823 0.8588
C: 0.1869 -0.2705 0.2637
C: 0.2122 0.3383 -1.9466
C: -2.5920 -0.7530 -0.3815
C: -2.1112 0.9507 1.7343
P: -1.4538 -0.6936 1.0052
H: 2.6321 1.5838 2.0136
H: 3.0291 -2.2322 0.3344
H: 0.1972 1.7953 0.9992
H: 0.5775 -2.3610 -0.3486
H: 3.5576 0.3150 0.0440
H: 3.8289 -0.3196 1.7281
H: -0.6639 -0.2301 -2.0321
H: 1.0990 -0.1560 -2.2670
H: 0.2880 1.3035 -2.2509
H: -3.6144 -1.0320 -0.2555
H: -2.2206 -1.4799 -1.0824
H: -2.8438 0.1215 -0.9155
H: -2.1880 1.5263 0.8181
H: -1.4417 1.4935 2.4069
H: -3.1217 0.7769 2.0321

Force components x, y, z for each atom (eV/Å):
-0.803 0.671 1.534
0.616 -2.700 1.009
-0.956 1.296 -0.307
0.458 -0.641 -0.827
-0.424 0.747 1.720
0.689 1.991 -2.331
0.419 -2.948 3.370
-0.378 -0.694 -0.862
1.386 -0.600 -1.746
-0.368 0.729 1.407
-0.773 0.115 -1.135
-0.842 0.335 -0.723
1.211 -1.267 0.565
0.704 0.864 0.792
1.475 0.233 -0.940
-0.745 -0.520 -1.557
-1.094 -0.272 -0.887
0.564 -0.793 0.131
-0.575 3.065 -0.259
-0.675 -1.013 1.320
0.261 -0.334 -0.482
0.851 1.709 -0.758
-0.038 0.628 -0.086
-0.473 -0.481 0.254
-0.490 -0.119 0.799

Summary:
Multiplicity: 1
E_HOMO (alpha / beta): -7.360 / -7.361 eV
E_LUMO (alpha / beta): 0.37 / 0.37 eV

---

C8H19ClI2O2PSm | ωB97M-V/def2-TZVPD

Geometry (Å):
I: 6.0136 1.1418 -2.0616
I: 6.0145 -1.5530 -2.0836
Sm: -0.2694 0.0247 0.0427
P: -0.9860 0.0581 -2.6229
C: 0.2866 0.0778 -3.7818
C: -2.0026 -1.3772 -2.8228
H: -2.8157 1.5205 -2.0324
H: -2.4311 1.4185 -3.7875
H: -1.4200 2.4185 -2.6900
C: -2.0113 1.4924 -2.7838
H: -2.8036 -1.4338 -2.0694
H: -2.4274 -1.2759 -3.8222
H: -0.2127 0.0876 -4.7488
H: 0.9344 -0.8095 -3.6988
H: -1.4044 -2.3012 -2.7597
H: 0.9266 0.9685 -3.6769
C: 1.7506 0.0478 -0.8216
O: 2.9364 0.0586 -1.1477
Cl: -2.5340 0.0044 0.4894
C: -0.9654 1.2571 3.4768
C: 0.2608 1.3270 2.5853
O: 0.6313 0.0472 1.9356
C: 0.2343 -1.2479 2.5734
C: 1.1742 -1.5052 3.7194
H: -1.8671 0.9588 2.9354
H: -1.1262 2.2734 3.8362
H: -0.8222 0.6191 4.3401
H: 0.0846 1.9933 1.7434
H: 1.1382 1.6169 3.1157
H: -0.8182 -1.1582 2.8520
H: 0.3360 -1.9766 1.7910
H: 1.1118 -0.7429 4.4860
H: 0.8875 -2.4609 4.1366
H: 2.1958 -1.5696 3.3524

Force components x, y, z for each atom (eV/Å):
0.077 -0.486 -0.031
-0.040 0.540 0.013
-3.250 -0.160 0.870
0.162 -0.072 2.626
1.189 0.029 -1.720
-0.423 -0.760 -0.348
0.259 -0.164 -0.365
-0.302 0.463 -0.065
-0.207 -0.321 -0.192
-0.413 0.775 -0.302
0.260 0.177 -0.362
-0.298 -0.468 -0.074
0.507 0.009 -0.528
-0.326 0.227 -0.120
-0.207 0.320 -0.179
-0.323 -0.228 -0.126
15.419 0.180 -5.496
-10.105 -0.165 2.795
-3.133 -0.046 0.539
0.027 0.279 -0.396
-0.605 -1.051 0.554
0.421 -0.280 1.973
0.203 1.547 0.971
-0.105 -0.461 -0.428
0.159 0.025 0.118
-0.052 0.012 0.100
0.079 -0.061 0.136
0.059 0.539 -0.248
0.594 0.537 0.275
0.127 -0.114 0.079
0.188 -0.642 -0.587
-0.112 0.105 0.099
0.109 -0.255 0.357
0.061 -0.030 0.064

Summary:
Charge: +2
Multiplicity: 6
E_HOMO (alpha / beta): -13.758 / -13.758 eV
E_LUMO (alpha / beta): -9.16 / -9.09 eV

---

C3H12NO4 | ωB97M-V/def2-TZVPD

Geometry (Å):
C: -0.8061 1.2699 0.1493
C: -0.8085 0.5120 -1.1540
C: 0.5402 0.2651 -1.7089
O: 0.4768 -0.4146 -2.8594
O: 1.5673 0.6974 -1.2456
N: -0.2022 0.4869 1.2937
H: -0.3890 2.3048 0.2182
H: -1.8745 1.4234 0.3903
H: -1.2694 1.2648 -1.8479
H: -1.5146 -0.3411 -1.1809
H: 1.3489 -0.4193 -3.2835
H: -0.2464 -0.5527 1.0827
H: -0.7380 0.6102 2.1535
H: 0.7421 0.7851 1.5455
H: 2.7430 -0.7146 2.3404
H: 2.7378 -0.1714 0.8137
O: 2.2164 -0.3576 1.6170
H: -2.0095 -2.5111 1.0549
H: -1.1386 -2.2803 -0.1082
O: -1.3758 -1.8567 0.7293

Force components x, y, z for each atom (eV/Å):
-1.142 0.615 1.425
-1.020 1.497 -0.569
0.800 -0.145 -0.788
-0.106 -0.002 0.091
-0.161 -0.166 0.310
-0.739 -0.345 -0.064
0.106 -1.076 -0.742
0.472 -0.190 0.106
0.310 -0.738 0.179
0.664 0.427 0.154
0.071 -0.059 0.108
0.242 1.197 0.497
-0.232 -0.003 -0.151
0.373 -0.498 -0.454
0.410 0.102 -0.454
0.114 -0.288 0.746
-0.078 0.133 -0.298
-0.017 0.268 0.535
0.269 0.189 -0.033
-0.333 -0.918 -0.600

Summary:
Charge: +1
Multiplicity: 1
E_HOMO: -14.626 eV
E_LUMO: -2.99 eV

---

Number 1: strongest force on any atom 0.07655 Eh/bohr, DFT total energy -664.825913 Ha. Number 2: strongest force on any atom 0.08746 Eh/bohr, DFT total energy -693.099874 Ha. Number 3: strongest force on any atom 0.31836 Eh/bohr, DFT total energy -2520.937372 Ha. Number 4: strongest force on any atom 0.03748 Eh/bohr, DFT total energy -477.015240 Ha.